{"formula": "C3H28NO10", "method": "ωB97M-V/def2-TZVPD", "species": ["C", "C", "C", "N", "H", "H", "H", "H", "H", "H", "H", "H", "H", "H", "O", "H", "H", "O", "H", "H", "O", "H", "H", "O", "H", "H", "O", "H", "H", "O", "H", "H", "O", "H", "H", "O", "H", "H", "O", "H", "H", "O"], "positions_angstrom": [[1.985, 0.567, -2.948], [0.855, 0.402, -2.032], [-0.396, 0.269, -2.469], [-1.633, 0.089, -1.633], [1.684, 0.313, -3.950], [2.283, 1.661, -2.834], [2.877, -0.065, -2.707], [1.135, 0.264, -0.998], [-0.600, 0.366, -3.443], [-1.645, 1.065, -1.165], [-2.508, -0.215, -2.197], [-1.543, -0.576, -0.800], [-0.784, 3.877, 1.133], [-1.426, 3.513, 2.459], [-0.595, 3.295, 1.951], [0.472, 0.573, 3.269], [1.068, -0.782, 2.837], [0.913, 0.145, 2.541], [1.363, 1.396, 1.397], [1.929, 2.648, 1.567], [1.577, 2.070, 0.762], [-1.608, -3.400, 0.439], [-0.545, -2.528, 0.806], [-1.190, -2.578, 0.027], [0.019, 3.331, -1.742], [0.364, 2.491, -0.468], [-0.450, 2.759, -1.060], [0.729, -3.038, 3.622], [1.809, -3.241, 2.444], [0.888, -2.824, 2.636], [4.039, -1.315, 1.313], [2.605, -1.566, 0.811], [3.155, -1.612, 1.593], [-1.388, -3.285, -3.490], [-1.508, -2.148, -2.808], [-2.134, -2.701, -3.286], [-0.363, 0.321, 1.325], [-1.127, 1.689, 1.396], [-1.097, 0.740, 0.914], [-2.467, -0.199, 1.855], [-3.282, -1.282, 1.222], [-3.460, -0.491, 1.711]], "nbo_charge": [-0.65, -0.13, -0.07, -0.79, 0.23, 0.24, 0.24, 0.21, 0.20, 0.51, 0.46, 0.49, 0.51, 0.49, -0.96, 0.49, 0.53, -0.99, 0.49, 0.49, -0.97, 0.49, 0.49, -0.98, 0.48, 0.52, -1.02, 0.50, 0.52, -1.00, 0.49, 0.47, -0.96, 0.47, 0.44, -0.91, 0.49, 0.52, -1.04, 0.48, 0.46, -0.95], "de_lowest_kcal_mol": 84.6, "fmax_ev_per_a": 4.1, "charge": 1, "energy_ev": -25523.0239}


{"formula": "C33H46F5IrN9O3PSe", "method": "ωB97M-V/def2-TZVPD", "species": ["Ir", "C", "C", "O", "N", "C", "C", "C", "C", "C", "C", "N", "H", "H", "H", "H", "H", "H", "H", "H", "H", "H", "O", "N", "O", "F", "C", "C", "F", "C", "F", "C", "Se", "C", "F", "C", "F", "N", "P", "N", "C", "C", "C", "C", "C", "N", "C", "C", "C", "C", "C", "N", "C", "C", "C", "C", "C", "H", "H", "H", "H", "H", "H", "H", "H", "H", "H", "H", "H", "H", "H", "H", "H", "H", "H", "H", "H", "H", "H", "H", "H", "H", "H", "H", "H", "H", "H", "C", "N", "C", "C", "N", "C", "H", "H", "H", "H", "H", "H"], "positions_angstrom": [[0.474, -0.427, 0.187], [4.702, 0.905, 0.211], [3.245, 1.027, 0.561], [2.519, 0.034, 0.447], [2.829, 2.227, 0.978], [1.468, 2.499, 1.436], [0.505, 2.700, 0.303], [0.209, 3.981, -0.131], [-0.662, 4.167, -1.186], [-1.227, 3.050, -1.770], [-0.882, 1.803, -1.290], [-0.022, 1.613, -0.283], [4.988, -0.142, 0.244], [5.329, 1.483, 0.888], [4.852, 1.274, -0.805], [3.491, 2.984, 0.950], [1.493, 3.392, 2.058], [1.150, 1.676, 2.062], [0.637, 4.824, 0.392], [-0.919, 5.162, -1.522], [-1.945, 3.126, -2.574], [-1.311, 0.911, -1.722], [1.260, -0.932, 2.999], [0.252, -0.288, 3.111], [-0.262, 0.166, 1.998], [-7.549, 5.372, -0.207], [-6.434, 4.810, 0.282], [-5.884, 5.253, 1.473], [-6.476, 6.257, 2.136], [-4.733, 4.668, 1.967], [-4.258, 5.158, 3.120], [-4.072, 3.622, 1.321], [-2.495, 2.829, 1.997], [-4.659, 3.213, 0.125], [-4.109, 2.212, -0.597], [-5.808, 3.779, -0.394], [-6.323, 3.335, -1.554], [1.057, -2.164, -0.315], [1.227, -3.695, -0.183], [0.504, -4.459, 1.105], [1.191, -4.295, 2.405], [0.283, -4.753, 3.534], [-0.976, -3.883, 3.628], [-1.448, -3.452, 2.231], [-0.966, -4.438, 1.179], [0.585, -4.519, -1.493], [0.093, -5.891, -1.515], [0.920, -6.812, -2.410], [1.116, -6.209, -3.798], [1.676, -4.793, -3.690], [0.765, -3.939, -2.818], [2.836, -4.088, -0.056], [3.281, -5.483, -0.066], [4.517, -5.662, 0.804], [5.684, -4.820, 0.274], [5.180, -3.492, -0.315], [3.846, -3.091, 0.297], [1.474, -3.250, 2.568], [2.104, -4.892, 2.394], [0.843, -4.723, 4.470], [0.014, -5.800, 3.366], [-0.772, -2.997, 4.230], [-1.763, -4.440, 4.141], [-1.043, -2.469, 1.979], [-2.535, -3.361, 2.192], [-1.354, -4.179, 0.194], [-1.330, -5.447, 1.407], [-0.941, -5.876, -1.894], [0.058, -6.272, -0.497], [0.419, -7.781, -2.478], [1.894, -6.988, -1.950], [0.151, -6.170, -4.316], [1.770, -6.842, -4.401], [1.773, -4.338, -4.678], [2.673, -4.815, -3.240], [-0.218, -3.866, -3.312], [1.149, -2.925, -2.708], [3.518, -5.803, -1.090], [2.469, -6.124, 0.289], [4.787, -6.719, 0.841], [4.275, -5.364, 1.827], [6.231, -5.380, -0.488], [6.390, -4.631, 1.086], [5.041, -3.584, -1.396], [5.915, -2.700, -0.159], [3.498, -2.129, -0.072], [3.947, -2.995, 1.388], [-3.872, -3.175, -1.622], [-3.120, -2.164, -0.906], [-3.629, -1.224, -0.042], [-2.581, -0.484, 0.398], [-1.435, -0.970, -0.200], [-1.795, -1.979, -0.978], [-4.551, -2.711, -2.335], [-4.443, -3.781, -0.920], [-3.175, -3.817, -2.157], [-4.681, -1.149, 0.165], [-2.565, 0.390, 1.035], [-1.128, -2.578, -1.570]], "lowdin_charge": [1.35, 0.03, -0.47, -0.13, 0.11, -0.09, -0.29, -0.04, -0.04, -0.04, -0.12, -0.04, 0.08, 0.09, 0.10, 0.15, 0.14, 0.09, 0.12, 0.12, 0.12, 0.10, -0.08, -0.15, -0.35, 0.10, -0.16, -0.15, 0.10, -0.27, 0.06, -0.58, 0.61, -0.26, 0.04, -0.16, 0.09, -0.35, 0.57, -0.19, -0.19, -0.17, -0.18, -0.17, -0.21, -0.21, -0.21, -0.18, -0.20, -0.18, -0.23, -0.20, -0.21, -0.18, -0.19, -0.18, -0.22, 0.10, 0.10, 0.11, 0.11, 0.11, 0.11, 0.08, 0.11, 0.08, 0.12, 0.12, 0.10, 0.11, 0.09, 0.11, 0.11, 0.11, 0.11, 0.11, 0.10, 0.10, 0.11, 0.11, 0.10, 0.11, 0.11, 0.11, 0.10, 0.07, 0.12, 0.00, -0.11, -0.03, -0.11, -0.14, -0.16, 0.10, 0.10, 0.09, 0.13, 0.01, 0.10], "de_lowest_kcal_mol": 25.1, "fmax_ev_per_a": 0.4, "energy_ev": -145581.0918}


{"formula": "C20H24ClN3O2", "method": "ωB97M-V/def2-TZVPD", "species": ["Cl", "C", "C", "C", "C", "N", "C", "C", "C", "C", "C", "C", "C", "C", "N", "C", "C", "H", "H", "H", "H", "H", "H", "H", "H", "H", "C", "O", "C", "C", "N", "C", "C", "O", "C", "H", "H", "H", "H", "H", "H", "H", "H", "H", "H", "H", "H", "H", "H", "H"], "positions_angstrom": [[10.590, -2.063, -2.042], [8.920, -1.735, -1.718], [8.610, -0.664, -0.845], [7.307, -0.386, -0.573], [6.273, -1.152, -1.150], [4.980, -0.848, -0.857], [4.065, -1.587, -1.420], [2.635, -1.300, -1.133], [2.151, -1.411, 0.165], [0.818, -1.147, 0.432], [-0.033, -0.765, -0.595], [0.447, -0.652, -1.890], [1.779, -0.923, -2.160], [4.408, -2.667, -2.289], [5.631, -2.983, -2.588], [6.601, -2.216, -2.017], [7.954, -2.496, -2.294], [9.413, -0.088, -0.411], [7.028, 0.422, 0.089], [2.822, -1.701, 0.963], [0.440, -1.239, 1.441], [-1.073, -0.567, -0.369], [-0.227, -0.349, -2.679], [2.153, -0.833, -3.172], [3.610, -3.260, -2.723], [8.211, -3.311, -2.955], [-1.909, 1.216, 1.769], [-2.932, 0.337, 1.347], [-3.772, -0.141, 2.392], [-5.184, 0.373, 2.226], [-5.248, 1.811, 2.440], [-6.539, 2.419, 2.140], [-7.039, 2.362, 0.701], [-6.273, 3.130, -0.205], [-5.161, 2.471, -0.779], [-1.273, 1.405, 0.907], [-2.303, 2.172, 2.130], [-1.300, 0.765, 2.559], [-3.370, 0.150, 3.367], [-3.782, -1.233, 2.339], [-5.826, -0.121, 2.962], [-5.531, 0.073, 1.227], [-4.533, 2.261, 1.882], [-6.483, 3.471, 2.429], [-7.294, 1.954, 2.783], [-8.044, 2.794, 0.687], [-7.130, 1.332, 0.336], [-5.352, 1.403, -0.912], [-4.254, 2.598, -0.181], [-4.984, 2.918, -1.757]], "nbo_charge": [0.01, -0.03, -0.22, -0.20, 0.18, -0.38, 0.14, 0.01, -0.20, -0.21, -0.21, -0.21, -0.22, 0.03, -0.35, 0.09, -0.21, 0.23, 0.23, 0.22, 0.21, 0.23, 0.22, 0.22, 0.20, 0.24, -0.25, -0.56, -0.07, -0.24, -0.63, -0.25, -0.08, -0.55, -0.24, 0.20, 0.17, 0.17, 0.18, 0.18, 0.19, 0.17, 0.35, 0.20, 0.19, 0.19, 0.16, 0.17, 0.16, 0.19], "de_lowest_kcal_mol": 50.7, "fmax_ev_per_a": 0.3, "smiles": "Clc1ccc2nc(-c3ccccc3)cnc2c1.COCCNCCOC", "energy_ev": -42216.0708}


{"formula": "C49H36BiCl2N7O11S2Sb", "method": "ωB97M-V/def2-TZVPD", "species": ["Bi", "O", "C", "C", "C", "C", "C", "C", "C", "O", "N", "N", "C", "C", "C", "C", "C", "C", "N", "H", "H", "H", "H", "H", "H", "H", "H", "H", "H", "O", "C", "O", "C", "C", "C", "C", "C", "N", "C", "O", "O", "H", "H", "H", "H", "Cl", "C", "Cl", "C", "O", "O", "H", "O", "S", "O", "O", "C", "N", "C", "C", "C", "N", "C", "C", "C", "N", "C", "C", "H", "H", "H", "H", "H", "H", "S", "Sb", "C", "C", "C", "C", "C", "C", "C", "C", "C", "C", "C", "C", "C", "C", "C", "C", "C", "C", "H", "H", "H", "H", "H", "H", "H", "H", "H", "H", "H", "H", "H", "H", "H"], "positions_angstrom": [[-0.511, -0.109, 1.935], [1.163, 4.593, 4.351], [0.951, 3.771, 5.389], [1.436, 4.082, 6.652], [1.084, 3.257, 7.728], [0.378, 2.085, 7.521], [-0.062, 1.734, 6.266], [0.171, 2.585, 5.198], [-0.228, 2.144, 3.868], [-0.986, 1.119, 3.735], [0.272, 2.797, 2.815], [-0.247, 2.350, 1.657], [0.071, 3.048, 0.551], [-0.610, 2.878, -0.680], [-0.533, 3.879, -1.673], [-1.245, 3.763, -2.852], [-1.976, 2.585, -3.017], [-2.043, 1.663, -1.967], [-1.428, 1.817, -0.815], [0.845, 4.041, 3.532], [2.075, 4.967, 6.747], [1.414, 3.536, 8.724], [0.247, 1.454, 8.390], [-0.530, 0.767, 6.074], [0.766, 3.897, 0.674], [0.105, 4.772, -1.511], [-1.312, 4.596, -3.547], [-2.605, 2.389, -3.858], [-2.657, 0.771, -2.081], [-0.856, -3.220, -2.580], [-0.904, -2.576, -1.398], [-1.382, -1.471, -1.256], [-0.228, -3.346, -0.307], [0.332, -4.593, -0.523], [1.054, -5.156, 0.515], [0.950, -4.617, 1.790], [0.273, -3.377, 1.923], [-0.241, -2.717, 0.888], [0.129, -2.741, 3.296], [0.667, -3.327, 4.260], [-0.655, -1.704, 3.479], [-1.415, -2.707, -3.201], [0.266, -5.038, -1.532], [1.681, -6.044, 0.392], [1.348, -5.092, 2.683], [4.843, 1.217, 2.206], [3.866, -0.090, 3.085], [4.040, -1.689, 2.319], [2.374, 0.281, 3.207], [1.944, 0.695, 4.248], [1.680, 0.009, 2.114], [4.334, -0.109, 4.101], [-10.081, -2.854, -1.541], [-9.798, -3.513, -0.260], [-8.761, -4.519, -0.329], [-10.821, -3.765, 0.725], [-9.179, -1.922, 0.448], [-10.115, -0.937, 0.427], [-9.843, 0.130, 1.153], [-8.638, 0.300, 1.795], [-7.653, -0.647, 1.558], [-7.981, -1.826, 0.971], [-6.244, -0.487, 1.873], [-5.772, 0.674, 2.476], [-4.384, 0.845, 2.696], [-3.498, -0.106, 2.314], [-3.947, -1.199, 1.705], [-5.299, -1.459, 1.489], [-10.659, 0.798, 1.219], [-8.448, 1.197, 2.353], [-6.440, 1.430, 2.881], [-3.942, 1.700, 3.183], [-3.205, -1.886, 1.303], [-5.634, -2.350, 1.008], [1.889, -0.268, -1.514], [3.420, -0.243, -3.175], [2.457, 0.756, -4.875], [2.507, 2.160, -4.985], [1.835, 2.835, -5.992], [1.118, 2.079, -6.950], [1.085, 0.681, -6.859], [1.776, 0.026, -5.820], [4.965, 1.048, -2.530], [4.718, 2.093, -1.681], [5.745, 2.915, -1.233], [7.030, 2.642, -1.671], [7.308, 1.547, -2.533], [6.270, 0.732, -2.927], [3.795, -2.321, -3.042], [4.835, -2.649, -2.160], [5.576, -3.841, -2.343], [5.130, -4.770, -3.321], [4.054, -4.431, -4.133], [3.382, -3.228, -3.948], [3.203, 2.667, -4.312], [1.813, 3.933, -5.927], [0.601, 2.593, -7.759], [0.583, 0.043, -7.569], [1.864, -1.065, -5.839], [3.666, 2.246, -1.388], [5.558, 3.699, -0.485], [7.781, 3.332, -1.373], [8.328, 1.261, -2.831], [6.522, -0.053, -3.644], [5.135, -1.910, -1.387], [6.511, -3.956, -1.825], [5.611, -5.750, -3.457], [3.648, -5.142, -4.878], [2.520, -3.080, -4.596]], "lowdin_charge": [1.98, 0.02, -0.28, -0.02, -0.09, -0.10, -0.02, -0.10, -0.44, -0.20, 0.01, -0.09, -0.05, -0.30, -0.03, -0.07, -0.05, -0.14, 0.12, 0.06, 0.12, 0.10, 0.10, 0.13, 0.13, 0.12, 0.11, 0.09, 0.11, 0.09, -0.49, 0.05, -0.18, 0.01, -0.04, 0.03, -0.18, 0.11, -0.56, 0.04, -0.22, 0.14, 0.13, 0.12, 0.12, 0.51, -0.92, 0.59, -0.70, 0.10, -0.32, 0.08, -0.38, 0.41, -0.37, -0.36, -0.34, 0.12, -0.13, -0.01, -0.22, 0.16, -0.15, 0.00, -0.10, 0.00, -0.14, 0.03, 0.10, 0.09, 0.10, 0.10, 0.09, 0.11, 0.00, 1.24, -0.32, -0.12, -0.08, -0.07, -0.08, -0.14, -0.38, -0.15, -0.08, -0.07, -0.08, -0.15, -0.40, -0.12, -0.06, -0.08, -0.09, -0.15, 0.10, 0.11, 0.10, 0.10, 0.09, 0.09, 0.12, 0.09, 0.11, 0.10, 0.11, 0.10, 0.11, 0.11, 0.10], "de_lowest_kcal_mol": 0.0, "fmax_ev_per_a": 4.4, "charge": -1, "energy_ev": -143443.5399}